Entry 1:
{
  "formula": "C2H3EuLiO",
  "method": "ωB97M-V with the def2-TZVPD basis set",
  "species": ["O", "C", "Li", "Eu", "H", "C", "H", "H"],
  "xyz": [[-1.2830, -0.2546, -0.7351], [-2.0565, 0.8184, -1.1502], [-0.1109, 0.4057, 2.5409], [-3.4080, -1.2147, 0.9150], [-3.1080, 0.5395, -1.3369], [-1.8028, 2.1409, -0.3778], [-2.5769, 2.8978, -0.5494], [-0.7769, 2.5395, -0.4768]],
  "atomic_forces_ev_per_a": [[-3.1, 1.2, -0.9], [2.5, 0.3, 7.4], [0.6, 0.6, -0.3], [1.2, 1.0, -2.0], [0.0, 0.4, -1.2], [-1.1, -2.9, -3.7], [0.3, -0.2, 0.1], [-0.4, -0.4, 0.6]],
  "lowdin_spin": [-0.014, -0.001, 0.008, 7.059, 0.003, -0.050, -0.003, -0.002],
  "total_charge": 2,
  "orbital_gap_ev": [4.50, 4.76],
  "homo_energy_ev": [-14.694, -14.887],
  "multiplicity": 8,
  "lumo_ev": [-10.190, -10.130]
}


Entry 2:
{
  "formula": "C2H3F2I",
  "method": "ωB97M-V with the def2-TZVPD basis set",
  "species": ["F", "C", "C", "F", "I", "H", "H", "H"],
  "xyz": [[0.6840, -0.6444, 1.5440], [-0.3734, -0.4575, 0.7311], [0.1101, 0.0686, -0.6750], [-0.8257, 0.3050, -1.5282], [1.3307, 2.2272, -0.6165], [-0.8391, -1.3305, 0.5529], [-0.9076, 0.3521, 1.1191], [0.8211, -0.5206, -1.1273]],
  "atomic_forces_ev_per_a": [[1.0, -0.5, 0.5], [2.6, 3.9, -2.0], [1.3, 1.7, 2.5], [-2.3, 0.3, -1.0], [-1.0, -1.9, 0.3], [-2.1, -3.0, -0.4], [-1.6, 0.8, 0.8], [2.0, -1.3, -0.7]],
  "mulliken_charge": [-0.249, -0.167, -0.340, -0.188, -0.072, 0.301, 0.260, 0.456],
  "total_charge": 0,
  "orbital_gap_ev": 9.04,
  "homo_energy_ev": -9.535,
  "smiles": "FC[C@@H](F)I",
  "lumo_ev": -0.491
}


Entry 3:
{
  "formula": "C2H3F2I",
  "method": "ωB97M-V with the def2-TZVPD basis set",
  "species": ["C", "C", "F", "F", "I", "H", "H", "H"],
  "xyz": [[0.1160, 0.0629, -0.1486], [2.4731, -0.9654, 0.4834], [2.4997, -2.0564, -0.2885], [2.4812, -1.2321, 1.7456], [3.9270, 0.4630, -0.2402], [0.6086, -0.0060, -1.0775], [-0.3648, -0.7945, 0.3558], [0.3028, 0.9190, 0.5436]],
  "atomic_forces_ev_per_a": [[0.9, -0.3, 3.0], [-1.0, 1.3, -2.1], [0.1, 0.0, 0.8], [0.3, -0.6, 0.8], [-0.2, -0.3, 0.4], [0.0, 0.0, -1.0], [0.1, 0.5, -0.8], [-0.3, -0.6, -1.1]],
  "mulliken_charge": [-0.847, 0.152, -0.148, -0.143, 0.068, 0.344, 0.291, 0.283],
  "total_charge": 0,
  "orbital_gap_ev": [8.31, 8.61],
  "homo_energy_ev": [-8.955, -8.763],
  "lumo_ev": [-0.643, -0.152]
}


Q: Which E_tot values were calculated for the entries above? A: -23682.625 -15656.751 -15654.278, in eV.